# 1
{"formula": "C4H7N3O", "method": "the ωB97M-V functional and the def2-TZVPD basis", "symbols": ["O", "N", "N", "N", "C", "C", "C", "C", "H", "H", "H", "H", "H", "H", "H"], "xyz": [[-2.732, -1.316, 0.162], [1.120, -1.067, -0.225], [2.626, 0.891, -0.249], [-0.172, -1.161, 0.173], [-0.792, -0.021, -0.310], [0.138, 0.900, 0.202], [-2.181, -0.308, -0.026], [1.469, 0.234, -0.046], [0.018, 1.073, 1.369], [-2.714, 0.726, 0.256], [-0.898, -2.055, 0.027], [2.691, 1.817, 0.006], [-0.385, 0.150, -1.342], [1.818, -1.776, 0.224], [-0.006, 1.911, -0.220]], "lowdin_charge": [0.11, 0.03, 0.11, -0.09, -0.42, -0.16, -0.25, -0.39, 0.17, 0.16, 0.22, -0.02, 0.18, 0.21, 0.13], "relative_energy_kj_mol": 511.7, "homo_lumo_gap_ha": 0.321, "smiles": "[H]/N=C1\\C[C@H](C=O)NN1"}

***

# 2
{"formula": "C20H17N2O5S", "method": "the ωB97M-V functional and the def2-TZVPD basis", "symbols": ["S", "O", "O", "O", "O", "O", "N", "N", "C", "C", "C", "C", "C", "C", "C", "C", "C", "C", "C", "C", "C", "C", "C", "C", "C", "C", "C", "C", "H", "H", "H", "H", "H", "H", "H", "H", "H", "H", "H", "H", "H", "H", "H", "H", "H"], "xyz": [[1.297, -1.241, 1.639], [2.728, -1.408, 1.590], [0.408, -2.194, 1.026], [0.171, -0.641, -2.461], [0.104, -0.174, -7.415], [-1.948, -0.770, -7.920], [0.926, 0.316, 0.988], [-1.013, -0.635, -7.103], [1.448, -0.873, 5.681], [-2.764, -1.983, -4.112], [-0.467, -1.446, 3.736], [0.523, 2.905, 0.155], [1.213, 2.283, -2.094], [0.146, -1.202, 6.073], [-0.806, -1.480, 5.086], [0.836, -1.112, 3.363], [1.804, -0.835, 4.334], [1.064, 3.607, -2.503], [-1.813, -1.810, -3.127], [-0.565, -1.073, -3.379], [1.101, 0.557, -0.264], [0.936, 1.921, -0.759], [0.355, 4.228, -0.259], [-0.278, -0.845, -4.784], [0.621, 4.581, -1.593], [-0.208, -1.260, 7.530], [-1.260, -1.027, -5.740], [-2.519, -1.573, -5.429], [-1.257, -1.535, 7.659], [-1.823, -1.737, 5.384], [-1.202, -1.683, 2.972], [2.821, -0.597, 4.035], [0.023, 4.973, 0.462], [-0.044, -0.293, 8.019], [1.293, 3.891, -3.533], [-1.981, -2.145, -2.105], [0.692, -0.450, -5.076], [1.423, -0.200, -0.981], [0.407, -1.996, 8.059], [2.192, -0.653, 6.449], [0.368, 2.605, 1.193], [-3.727, -2.439, -3.877], [1.547, 1.505, -2.782], [-3.257, -1.675, -6.219], [0.481, 5.612, -1.920]], "lowdin_charge": [0.66, -0.31, -0.30, -0.10, 0.02, 0.01, -0.04, -0.33, -0.04, -0.13, -0.05, -0.04, -0.02, -0.28, -0.04, -0.28, -0.05, -0.08, -0.03, -0.44, -0.14, -0.19, -0.09, 0.04, -0.10, -0.06, -0.22, -0.07, 0.07, 0.11, 0.12, 0.11, 0.09, 0.08, 0.10, 0.10, 0.11, 0.11, 0.08, 0.11, 0.10, 0.09, 0.11, 0.09, 0.09], "relative_energy_kj_mol": 12.5, "homo_lumo_gap_ha": 0.223, "charge": -1}

***

# 3
{"formula": "C6H8N2", "method": "the ωB97M-V functional and the def2-TZVPD basis", "symbols": ["N", "N", "C", "C", "C", "C", "C", "C", "H", "H", "H", "H", "H", "H", "H", "H"], "xyz": [[1.592, 1.073, 1.443], [-0.462, 1.748, -1.216], [-1.266, 0.176, 0.670], [0.796, 0.485, 0.652], [-2.303, -0.153, 1.185], [0.837, -0.421, -0.551], [0.575, -1.902, -0.441], [-0.230, 0.641, -0.394], [-0.161, -2.119, 0.330], [-3.248, -0.477, 1.521], [1.199, 1.356, 2.341], [-0.856, 2.550, -0.739], [1.496, -2.422, -0.178], [0.217, -2.296, -1.392], [0.233, 1.914, -1.931], [1.581, -0.153, -1.299]], "lowdin_charge": [0.14, 0.11, -0.06, -0.31, 0.14, -0.19, -0.05, -0.42, 0.07, 0.02, 0.06, 0.09, 0.08, 0.08, 0.09, 0.14], "relative_energy_kj_mol": 560.4, "homo_lumo_gap_ha": 0.288, "smiles": "[H]/N=C1/[C@@H](C)[C@@]1(N)C#C"}

***

# 4
{"formula": "C6H7ErO6", "method": "the ωB97M-V functional and the def2-TZVPD basis", "symbols": ["Er", "O", "O", "O", "O", "O", "O", "C", "C", "C", "C", "C", "C", "H", "H", "H", "H", "H", "H", "H"], "xyz": [[-1.397, -1.658, -0.273], [-3.669, -0.559, 2.663], [0.528, -1.382, 0.636], [-1.678, -0.087, 1.801], [-3.021, -1.311, 0.620], [-0.050, 0.038, -1.036], [2.112, 0.005, -0.295], [-2.946, -0.641, 1.697], [0.805, 0.152, -2.171], [0.490, 0.975, 1.181], [0.818, -0.167, 0.203], [2.129, -0.396, -1.654], [-0.917, 1.011, 1.644], [-1.580, 1.874, 1.603], [0.393, -0.423, -3.008], [3.005, 0.046, -2.139], [0.741, 1.923, 0.677], [2.178, -1.493, -1.736], [0.892, 1.211, -2.454], [1.167, 0.882, 2.041]], "lowdin_charge": [1.90, 0.20, -0.15, -0.02, -0.11, -0.20, 0.02, -0.64, -0.12, -0.04, -0.67, -0.12, -0.06, 0.14, 0.13, 0.15, 0.15, 0.13, 0.15, 0.15], "homo_lumo_gap_ha": [0.197, 0.314], "spin_multiplicity": 5, "charge": 1}

***

Please write out number 4 again, unchanged.
{"formula": "C6H7ErO6", "method": "the ωB97M-V functional and the def2-TZVPD basis", "symbols": ["Er", "O", "O", "O", "O", "O", "O", "C", "C", "C", "C", "C", "C", "H", "H", "H", "H", "H", "H", "H"], "xyz": [[-1.397, -1.658, -0.273], [-3.669, -0.559, 2.663], [0.528, -1.382, 0.636], [-1.678, -0.087, 1.801], [-3.021, -1.311, 0.620], [-0.050, 0.038, -1.036], [2.112, 0.005, -0.295], [-2.946, -0.641, 1.697], [0.805, 0.152, -2.171], [0.490, 0.975, 1.181], [0.818, -0.167, 0.203], [2.129, -0.396, -1.654], [-0.917, 1.011, 1.644], [-1.580, 1.874, 1.603], [0.393, -0.423, -3.008], [3.005, 0.046, -2.139], [0.741, 1.923, 0.677], [2.178, -1.493, -1.736], [0.892, 1.211, -2.454], [1.167, 0.882, 2.041]], "lowdin_charge": [1.90, 0.20, -0.15, -0.02, -0.11, -0.20, 0.02, -0.64, -0.12, -0.04, -0.67, -0.12, -0.06, 0.14, 0.13, 0.15, 0.15, 0.13, 0.15, 0.15], "homo_lumo_gap_ha": [0.197, 0.314], "spin_multiplicity": 5, "charge": 1}

***

What did the fourth record say?
{"formula": "C6H7ErO6", "method": "the ωB97M-V functional and the def2-TZVPD basis", "symbols": ["Er", "O", "O", "O", "O", "O", "O", "C", "C", "C", "C", "C", "C", "H", "H", "H", "H", "H", "H", "H"], "xyz": [[-1.397, -1.658, -0.273], [-3.669, -0.559, 2.663], [0.528, -1.382, 0.636], [-1.678, -0.087, 1.801], [-3.021, -1.311, 0.620], [-0.050, 0.038, -1.036], [2.112, 0.005, -0.295], [-2.946, -0.641, 1.697], [0.805, 0.152, -2.171], [0.490, 0.975, 1.181], [0.818, -0.167, 0.203], [2.129, -0.396, -1.654], [-0.917, 1.011, 1.644], [-1.580, 1.874, 1.603], [0.393, -0.423, -3.008], [3.005, 0.046, -2.139], [0.741, 1.923, 0.677], [2.178, -1.493, -1.736], [0.892, 1.211, -2.454], [1.167, 0.882, 2.041]], "lowdin_charge": [1.90, 0.20, -0.15, -0.02, -0.11, -0.20, 0.02, -0.64, -0.12, -0.04, -0.67, -0.12, -0.06, 0.14, 0.13, 0.15, 0.15, 0.13, 0.15, 0.15], "homo_lumo_gap_ha": [0.197, 0.314], "spin_multiplicity": 5, "charge": 1}